The following is a DFT calculation (the ωB97M-V functional and the def2-TZVPD basis) of the molecule C20H24N4O4.

Bonds (Å) are listed after each position.
Element x y z (Å)
1 H 2.73239 1.63204 -3.04330  C42 1.093
2 C -0.86547 -1.41355 -0.75065  C16 1.471, N27 1.349, O28 1.220
3 C -3.31768 1.01725 1.12105  C13 1.507, H18 1.095, O19 1.430, H49 1.094
4 C 3.37657 1.20752 -0.32035  H5 1.091, C37 1.536, N48 1.448, H52 1.095
5 H 3.76879 1.14996 0.69570  C4 1.091
6 C 0.95685 -4.11570 0.59527  N7 1.350, N26 1.300, H33 1.072
7 N 1.92357 -3.18675 0.75536  C6 1.350, C14 1.368, H43 1.009
8 C -1.38200 2.57943 1.50927  H9 1.080, C13 1.386, C21 1.384
9 H -1.95185 3.36782 1.03960  C8 1.080
10 H 1.62840 2.01000 2.93916  C25 1.080
11 C 2.14769 -0.14045 -1.92397  H12 1.100, H35 1.086, C42 1.535, N48 1.446
12 H 2.94315 -0.65207 -2.48589  C11 1.100
13 C -1.92948 1.31138 1.62700  C3 1.507, C8 1.386, C20 1.389
14 C 1.45997 -2.00506 0.24569  N7 1.368, C16 1.385, C30 1.490
15 H 3.16764 3.26087 -0.93849  C37 1.092
16 C 0.17516 -2.28779 -0.18767  C2 1.471, C14 1.385, N26 1.369
17 C 1.36371 2.19166 -1.47584  C31 1.523, C37 1.534, C42 1.529, H47 1.093
18 H -3.99772 0.80966 1.95424  C3 1.095
19 O -3.31659 -0.16725 0.32054  C3 1.430, C51 1.332
20 C -1.18261 0.29622 2.21148  C13 1.389, H34 1.081, C36 1.382
21 C -0.10909 2.83438 1.98993  C8 1.384, C25 1.384, H39 1.081
22 O -3.44403 1.00821 -1.59800  C51 1.199
23 H 0.53805 4.17300 -1.28460  C31 1.087
24 H -2.01483 -3.07512 -0.90203  N27 1.009
25 C 0.63092 1.81980 2.57162  H10 1.080, C21 1.384, C36 1.384
26 N -0.10064 -3.61075 0.03155  C6 1.300, C16 1.369
27 N -1.98102 -2.08640 -1.09926  C2 1.349, H24 1.009, C32 1.441
28 O -0.75157 -0.20774 -0.89792  C2 1.220
29 H 1.56652 3.96275 -2.70553  C31 1.089
30 C 2.32310 -0.80956 0.46331  C14 1.490, O40 1.226, N48 1.338
31 C 0.81947 3.48198 -2.07535  C17 1.523, H23 1.087, H29 1.089, H50 1.087
32 C -3.10644 -1.38806 -1.66778  N27 1.441, H41 1.091, H44 1.097, C51 1.533
33 H 1.06138 -5.13970 0.89315  C6 1.072
34 H -1.60768 -0.69445 2.28848  C20 1.081
35 H 1.25645 -0.76038 -1.94680  C11 1.086
36 C 0.09443 0.54783 2.67606  C20 1.382, C25 1.384, H45 1.079
37 C 2.53291 2.47429 -0.52459  C4 1.536, H15 1.092, C17 1.534, H38 1.089
38 H 2.14203 2.82103 0.43058  C37 1.089
39 H 0.30417 3.82968 1.90516  C21 1.081
40 O 2.83779 -0.69297 1.57036  C30 1.226
41 H -4.01616 -1.96707 -1.49941  C32 1.091
42 C 1.84305 1.22367 -2.55741  H1 1.093, C11 1.535, C17 1.529, H46 1.089
43 H 2.81575 -3.28354 1.21556  N7 1.009
44 H -2.97093 -1.22162 -2.74313  C32 1.097
45 H 0.68006 -0.24498 3.11576  C36 1.079
46 H 1.07143 1.09816 -3.31587  C42 1.089
47 H 0.56020 1.69830 -0.92275  C17 1.093
48 N 2.57294 0.02588 -0.55145  C4 1.448, C11 1.446, C30 1.338
49 H -3.70157 1.85128 0.52576  C3 1.094
50 H -0.06182 3.27451 -2.67627  C31 1.087
51 C -3.27065 -0.01745 -1.00185  O19 1.332, O22 1.199, C32 1.533
52 H 4.21652 1.18641 -1.02326  C4 1.095

As for the LUMO energy: 0.67 eV. The SMILES is CC1CCN(C(=O)c2[nH]cnc2C(=O)NCC(=O)OCc2ccccc2)CC1. As for the energy above the lowest of the compared OMol25 structures with the same formula, charge and spin: 0.147 eV. The calculation puts the total energy at -1296.5868 Eh. For the HOMO energy, the calculation gives -0.329 Eh.

natural (NBO) atomic charge list, values in e, 6 entries: 0.193, 0.655, -0.098, -0.231, 0.247, 0.187